A molecular structure, C26H41N3O6OsSi in a non-equilibrium geometry. Source: the OMol25 dataset; level of theory: ωB97M-V/def2-TZVPD.

Results
E_LUMO (alpha / beta) ... -0.35133 / -0.35274 Eh
E ... -2010.7715 hartree
Charge ... +2

```
78
C26H41N3O6OsSi | the OMol25 dataset | ωB97M-V/def2-TZVPD
Os 0.008 -0.132 -0.227
Si -0.641 -3.561 0.443
O 0.616 -4.567 0.589
O -1.211 0.553 1.280
O -0.076 -2.058 0.241
O -0.751 1.832 -1.570
O -1.515 -3.935 -0.864
O -1.572 -3.717 1.751
N 1.266 0.857 1.041
N 0.758 1.207 2.192
N 1.759 -0.158 -1.284
C 1.963 -0.538 -2.548
C 2.549 0.594 0.838
C -3.445 -2.498 -0.553
C -0.432 -4.925 3.496
C -2.536 -3.228 -1.533
C -2.714 -3.940 3.812
C 4.145 0.002 -0.996
C -1.336 -3.751 3.140
C -1.017 1.694 5.932
C 2.794 -3.609 0.855
C -0.552 1.016 2.283
C 4.339 -0.403 -2.300
C 1.920 -4.594 0.062
C -2.404 1.718 6.026
C -1.192 1.290 3.564
C 2.450 -6.020 0.255
C -2.587 1.306 3.667
C 2.843 0.144 -0.498
C -3.335 -4.287 -2.317
C -3.186 1.522 4.893
C 3.225 -0.659 -3.100
C -0.411 1.494 4.708
C 1.906 -4.224 -1.419
C 3.562 0.719 1.920
C -0.735 -2.417 3.589
C -1.881 -2.247 -2.513
H -3.828 -3.198 0.183
H -0.561 -2.414 4.661
H -2.631 -1.743 -3.117
H 3.812 -3.611 0.473
H -2.875 -1.729 -0.027
H -0.173 -4.917 4.551
H 5.336 -0.511 -2.694
H -3.360 -3.101 3.566
H 2.899 -4.340 -1.843
H 1.083 -0.749 -3.144
H -2.590 -4.000 4.890
H -0.923 -5.862 3.256
H 4.976 0.225 -0.348
H -0.412 1.829 6.815
H -1.414 -1.607 3.335
H 1.215 -4.877 -1.945
H -4.277 -2.039 -1.079
H 4.139 -0.199 2.027
H -1.305 -1.492 -1.937
H -4.261 1.532 4.971
H 2.364 -2.610 0.770
H 0.663 1.487 4.623
H 1.859 -6.710 -0.337
H 3.061 0.947 2.856
H -3.772 -4.993 -1.617
H 0.206 -2.251 3.069
H 2.376 -6.320 1.298
H 4.262 1.525 1.705
H 3.488 -6.075 -0.058
H 0.467 -4.865 2.888
H 3.341 -0.962 -4.129
H 1.572 -3.192 -1.540
H -1.196 -2.781 -3.168
H -1.699 2.015 -1.570
H -3.183 1.162 2.781
H -2.872 1.896 6.983
H -3.177 -4.855 3.454
H -2.677 -4.834 -2.986
H -0.310 2.688 -1.619
H 2.816 -3.893 1.906
H -4.124 -3.816 -2.894
```